A cluster of 2 separate species, C2H8N3 in total in a non-equilibrium geometry. Source: OMol25; level of theory: ωB97M-V/def2-TZVPD.

As for the energy relative to the best compared isomer or geometry (same formula, charge and spin): 4.919 eV. The calculation puts the frontier orbital gap (spin up / spin down) at 8.8 / 8.1 eV. The charge is +1. The calculation puts the LUMO energy (spin up / spin down) at -4.81 / -4.73 eV. The total energy is -244.88681 Eh.

Last columns: bonded neighbours and bond lengths (Å).
Element x y z (Å)
1 C -1.3047 -0.1174 -0.3766  N3 1.316, N5 1.335, H6 1.037
2 C 0.7776 0.9684 -0.1925  N5 1.339, H7 1.202, H8 1.111
3 N -2.4737 -0.5142 0.0804  C1 1.316, H9 1.059, H10 0.999
4 N 2.0253 -0.8820 0.1598  H11 0.955, H12 1.103
5 N -0.3500 0.4797 0.3404  C1 1.335, C2 1.339, H13 1.081
6 H -1.0731 0.0330 -1.3758  C1 1.037
7 H 1.4560 1.6887 0.4894  C2 1.202
8 H 1.0473 1.2320 -1.2378  C2 1.111
9 H -3.1065 -0.8156 -0.7133  N3 1.059
10 H -2.7765 -0.5074 1.0326  N3 0.999
11 H 2.8554 -0.4418 0.3320  N4 0.955
12 H 2.0053 -1.2762 -0.8701  N4 1.103
13 H -0.3172 0.2818 1.4025  N5 1.081

---

A cluster of 13 separate species, C22H61ClN26O17PS2 in total in a non-equilibrium geometry. Source: OMol25; level of theory: ωB97M-V/def2-TZVPD.

The calculation puts the frontier orbital gap at 6.5 eV. The charge is +1. The calculation puts the LUMO energy at -3.99 eV. The total energy is -5175.89261 Eh.

Last columns: bonded neighbours and bond lengths (Å).
Element x y z (Å)
1 C 1.1806 -0.4293 3.4733  N2 1.473, H22 1.093, H23 1.096, H24 1.094
2 N 1.0529 -0.9105 2.0870  C1 1.473, C3 1.447, H25 1.011
3 C -0.3065 -1.2533 1.7274  N2 1.447, C4 1.506, H26 1.101, H27 1.090
4 C -1.2614 -0.1274 2.0260  C3 1.506, C5 1.407, N20 1.343
5 C -2.3774 -0.2342 2.8761  C4 1.407, P6 1.832, C10 1.393
6 P -2.7456 -1.8554 3.6448  C5 1.832, O7 1.604, O8 1.604, S9 1.929
7 O -3.9869 -1.7163 4.6509  P6 1.604, H28 0.971
8 O -1.4876 -2.2900 4.5392  P6 1.604, H29 0.971
9 S -3.1756 -3.1507 2.2815  P6 1.929
10 C -3.1769 0.8875 3.0805  C5 1.393, C11 1.526, C14 1.410
11 C -4.4163 0.8584 3.9698  C10 1.526, O12 1.191, O13 1.347
12 O -5.4837 0.6263 3.4948  C11 1.191
13 O -4.2310 1.1504 5.2713  C11 1.347, H30 0.970
14 C -2.9010 2.1168 2.4470  C10 1.410, C15 1.512, C18 1.375
15 C -3.7990 3.3166 2.6437  C14 1.512, C16 1.539, H31 1.093, H32 1.096
16 C -4.7860 3.4249 1.4674  C15 1.539, O17 1.204, H33 1.103
17 O -4.9777 2.4655 0.7655  C16 1.204
18 C -1.8040 2.1645 1.6186  C14 1.375, S19 1.778, N20 1.369
19 S -1.4184 3.6760 0.7655  C18 1.778, H34 1.355
20 N -1.0313 1.0507 1.4244  C4 1.343, C18 1.369, Cl21 1.704
21 Cl 0.2651 1.2182 0.3319  N20 1.704
22 H 1.1885 0.6634 3.4983  C1 1.093
23 H 2.1782 -0.7214 3.8216  C1 1.096
24 H 0.4412 -0.8365 4.1697  C1 1.094
25 H 1.6992 -1.6655 1.9020  N2 1.011
26 H -0.3303 -1.4128 0.6382  C3 1.101
27 H -0.5796 -2.2128 2.1661  C3 1.090
28 H -4.6192 -2.4046 4.3865  O7 0.971
29 H -1.6460 -2.1168 5.4809  O8 0.971
30 H -3.3433 1.5327 5.3553  O13 0.970
31 H -3.2373 4.2539 2.6741  C15 1.093
32 H -4.3639 3.2429 3.5803  C15 1.096
33 H -5.3327 4.3625 1.2688  C16 1.103
34 H -1.2446 4.5446 1.7911  S19 1.355
35 C -3.2039 0.8384 -2.4438  O36 1.226, N37 1.347, N38 1.373
36 O -2.4515 0.4872 -3.3457  C35 1.226
37 N -4.5387 0.6578 -2.4725  C35 1.347, H39 1.008, H40 1.003
38 N -2.7098 1.4322 -1.3083  C35 1.373, H41 1.004, H42 1.006
39 H -5.1598 0.9310 -1.7265  N37 1.008
40 H -4.9249 0.2189 -3.2871  N37 1.003
41 H -1.7170 1.5717 -1.2577  N38 1.004
42 H -3.2883 1.7054 -0.5321  N38 1.006
43 C -2.7627 7.3513 -0.1439  O44 1.226, N45 1.364, N46 1.362
44 O -2.9108 6.9494 1.0050  C43 1.226
45 N -1.7014 6.9694 -0.9102  C43 1.364, H47 1.004, H48 1.001
46 N -3.6408 8.2031 -0.7424  C43 1.362, H49 1.004, H50 1.006
47 H -1.5436 7.2724 -1.8541  N45 1.004
48 H -1.0451 6.3455 -0.4824  N45 1.001
49 H -4.4345 8.4994 -0.2035  N46 1.004
50 H -3.5413 8.5375 -1.6862  N46 1.006
51 C -1.4883 10.9816 -2.6866  O52 1.219, N53 1.368, N54 1.364
52 O -2.5165 10.9249 -3.3398  C51 1.219
53 N -1.3777 10.3681 -1.4689  C51 1.368, H55 1.002, H56 1.004
54 N -0.3780 11.6491 -3.1134  C51 1.364, H57 1.003, H58 1.002
55 H -0.5523 10.3839 -0.9010  N53 1.002
56 H -2.1932 9.8781 -1.1479  N53 1.004
57 H -0.4335 12.1071 -4.0043  N54 1.003
58 H 0.4739 11.7052 -2.5893  N54 1.002
59 C 1.2289 -0.1446 -5.3219  O60 1.223, N61 1.364, N62 1.363
60 O 2.3868 -0.5082 -5.4719  C59 1.223
61 N 0.5158 0.4735 -6.3066  C59 1.364, H63 1.003, H64 1.003
62 N 0.5532 -0.3356 -4.1539  C59 1.363, H65 1.001, H66 1.004
63 H -0.4350 0.7743 -6.1964  N61 1.003
64 H 0.9811 0.6286 -7.1817  N61 1.003
65 H 1.0482 -0.7908 -3.4121  N62 1.001
66 H -0.3997 -0.0590 -4.0014  N62 1.004
67 C 0.2897 -4.3167 -0.0653  O68 1.232, N69 1.361, N70 1.358
68 O 0.6747 -3.5825 0.8466  C67 1.232
69 N -0.5458 -5.3687 0.1517  C67 1.361, H71 1.003, H72 1.003
70 N 0.6731 -4.1354 -1.3558  C67 1.358, H73 1.001, H74 1.057
71 H -0.8680 -5.9788 -0.5759  N69 1.003
72 H -0.8466 -5.5300 1.0952  N69 1.003
73 H 1.2930 -3.3699 -1.5324  N70 1.001
74 H 0.3665 -4.7463 -2.1619  N70 1.057
75 C -7.1504 -0.9127 -0.0042  O76 1.223, N77 1.364, N78 1.361
76 O -6.6316 -0.1052 -0.7618  C75 1.223
77 N -7.6592 -2.0994 -0.4437  C75 1.364, H79 1.002, H80 1.003
78 N -7.2595 -0.6911 1.3344  C75 1.361, H81 1.004, H82 1.002
79 H -8.0888 -2.7762 0.1570  N77 1.002
80 H -7.5937 -2.2915 -1.4257  N77 1.003
81 H -6.8914 0.1716 1.6915  N78 1.004
82 H -7.6810 -1.3394 1.9713  N78 1.002
83 C 1.7421 2.5518 6.1271  O84 1.226, N85 1.368, N86 1.356
84 O 1.0563 2.0493 5.2432  C83 1.226
85 N 1.8813 3.9057 6.2632  C83 1.368, H87 1.002, H88 1.002
86 N 2.4150 1.8006 7.0331  C83 1.356, H89 1.009, H90 1.002
87 H 2.4370 4.3374 6.9764  N85 1.002
88 H 1.3967 4.4864 5.6061  N85 1.002
89 H 2.3330 0.7975 6.9584  N86 1.009
90 H 2.9830 2.1876 7.7619  N86 1.002
91 C 0.6373 -4.8893 -4.3443  O92 1.244, N93 1.355, N94 1.354
92 O 0.5976 -5.6431 -3.3549  C91 1.244
93 N 1.3567 -3.7413 -4.3552  C91 1.355, H95 1.005, H96 0.999
94 N -0.0364 -5.1655 -5.4863  C91 1.354, H97 1.003, H98 1.003
95 H 1.4044 -3.1182 -5.1430  N93 1.005
96 H 1.8710 -3.5146 -3.5287  N93 0.999
97 H -0.5761 -6.0111 -5.5093  N94 1.003
98 H -0.0173 -4.5760 -6.2973  N94 1.003
99 C 4.6614 -6.0882 -4.2736  O100 1.223, N101 1.362, N102 1.367
100 O 4.3193 -5.6367 -5.3573  C99 1.223
101 N 3.7641 -6.3410 -3.2813  C99 1.362, H103 1.002, H104 1.005
102 N 5.9647 -6.3719 -3.9754  C99 1.367, H105 1.003, H106 1.002
103 H 4.0125 -6.7101 -2.3836  N101 1.002
104 H 2.8002 -6.1381 -3.4798  N101 1.005
105 H 6.6481 -6.1962 -4.6883  N102 1.003
106 H 6.2648 -6.7427 -3.0944  N102 1.002
107 C 6.1338 -3.9842 -9.1107  O108 1.219, N109 1.369, N110 1.365
108 O 6.6441 -3.3167 -9.9934  C107 1.219
109 N 5.6835 -5.2601 -9.3183  C107 1.369, H111 1.003, H112 1.002
110 N 5.9646 -3.5222 -7.8379  C107 1.365, H113 1.002, H114 1.007
111 H 5.2603 -5.8217 -8.6030  N109 1.003
112 H 5.7888 -5.6383 -10.2406  N109 1.002
113 H 6.2788 -2.5909 -7.6416  N110 1.002
114 H 5.5428 -4.0623 -7.1005  N110 1.007
115 C 3.5462 -2.0223 8.0275  O116 1.223, N117 1.363, N118 1.363
116 O 2.8680 -1.2669 7.3455  C115 1.223
117 N 4.8283 -1.7300 8.3858  C115 1.363, H119 1.002, H120 1.003
118 N 3.0734 -3.2172 8.4815  C115 1.363, H121 1.002, H122 1.002
119 H 5.4019 -2.3346 8.9420  N117 1.002
120 H 5.2079 -0.8595 8.0638  N117 1.003
121 H 2.1337 -3.4627 8.2335  N118 1.002
122 H 3.6112 -3.8520 9.0397  N118 1.002
123 C 5.2059 -1.3622 1.5255  O124 1.218, N125 1.367, N126 1.368
124 O 5.0202 -1.7845 2.6527  C123 1.218
125 N 6.3229 -1.6660 0.7992  C123 1.367, H127 1.002, H128 1.003
126 N 4.3048 -0.5472 0.8963  C123 1.368, H129 1.005, H130 1.002
127 H 6.4932 -1.3281 -0.1286  N125 1.002
128 H 7.0026 -2.2618 1.2335  N125 1.003
129 H 3.4740 -0.3088 1.4093  N126 1.005
130 H 4.4293 -0.1851 -0.0297  N126 1.002

---

The molecule C3H7N3O. Source: OMol25; level of theory: ωB97M-V/def2-TZVPD.

As for the energy relative to the best compared isomer or geometry (same formula, charge and spin): 0.247 eV. The calculation puts the frontier orbital gap at 10.5 eV. The calculation puts the LUMO energy at 0.70 eV. The total energy is -358.04081 Eh.

Last columns: bonded neighbours and bond lengths (Å).
Element x y z (Å)
1 H -3.4927 -1.2140 0.3643  N2 1.018
2 N -3.1467 -0.2621 0.2592  H1 1.018, C3 1.268
3 C -1.8937 -0.2902 0.0643  N2 1.268, N4 1.386, H9 1.094
4 N -1.1586 0.8656 -0.1479  C3 1.386, C5 1.398, H10 1.012
5 C 0.2221 0.8841 -0.3644  N4 1.398, O6 1.214, N7 1.374
6 O 0.7660 1.7190 -1.0586  C5 1.214
7 N 0.8780 -0.1481 0.2628  C5 1.374, C8 1.449, H11 1.008
8 C 2.2924 -0.3513 0.0250  N7 1.449, H12 1.092, H13 1.093, H14 1.096
9 H -1.2715 -1.1893 0.0188  C3 1.094
10 H -1.6642 1.6934 -0.4358  N4 1.012
11 H 0.5097 -0.4454 1.1531  N7 1.008
12 H 2.4623 -0.4341 -1.0507  C8 1.092
13 H 2.5833 -1.2922 0.4994  C8 1.093
14 H 2.9135 0.4648 0.4104  C8 1.096

---

A cluster of 2 separate species, C5H2BrNO in total in a non-equilibrium geometry. Source: OMol25; level of theory: ωB97M-V/def2-TZVPD.

As for the energy relative to the best compared isomer or geometry (same formula, charge and spin): 0.813 eV. The calculation puts the frontier orbital gap at 9.9 eV. The calculation puts the LUMO energy at 0.32 eV. The total energy is -2895.47306 Eh.

Last columns: bonded neighbours and bond lengths (Å).
Element x y z (Å)
1 C 1.5256 0.8943 2.2874  C2 1.236, H6 1.057
2 C 1.3520 0.4523 1.1463  C1 1.236, C3 1.341
3 C 1.5266 -0.0678 -0.0778  C2 1.341, N4 1.167
4 N 1.6303 -0.7314 -1.0327  C3 1.167, O5 1.199
5 O 1.8527 -1.3602 -2.0290  N4 1.199
6 H 1.7411 1.1943 3.2781  C1 1.057
7 C -1.8321 -1.1499 -2.0023  C8 1.204, H10 1.053
8 C -1.9599 -1.3213 -0.8171  C7 1.204, Br9 1.811
9 Br -2.1694 -1.0992 0.9678  C8 1.811
10 H -1.6567 -1.3777 -3.0153  C7 1.053

---

The molecule C16H15ClFO5PS in a non-equilibrium geometry. Source: OMol25; level of theory: ωB97M-V/def2-TZVPD.

As for the energy relative to the best compared isomer or geometry (same formula, charge and spin): 3.031 eV. The calculation puts the frontier orbital gap at 6.8 eV. The calculation puts the LUMO energy at -1.41 eV. The total energy is -2294.42556 Eh.

Last columns: bonded neighbours and bond lengths (Å).
Element x y z (Å)
1 C -2.5688 -1.5059 1.1711  C2 1.572, H26 1.131, H27 1.119, H28 1.123
2 C -1.3656 -0.7874 0.4593  C1 1.572, C3 1.492, C12 1.480
3 C -1.0778 -1.2270 -0.9373  C2 1.492, C4 1.567, C8 1.488
4 C -1.9570 -2.3046 -1.6584  C3 1.567, C5 1.582, H29 1.129, H30 1.124
5 C -1.3203 -3.7526 -1.6972  C4 1.582, C6 1.602, Cl7 1.848, H31 1.119
6 C -2.4693 -4.8432 -1.4593  C5 1.602, H32 1.119, H33 1.126, H34 1.119
7 Cl -0.6558 -4.1411 -3.3776  C5 1.848
8 C 0.0880 -0.5649 -1.5827  C3 1.488, S9 1.832, C10 1.462
9 S 0.5259 -1.0149 -3.3035  C8 1.832, H35 1.372
10 C 0.9014 0.4568 -0.9251  C8 1.462, C11 1.487, C24 1.560
11 C 0.5725 0.9077 0.4533  C10 1.487, C12 1.472, C16 1.555
12 C -0.5636 0.2600 1.1299  C2 1.480, C11 1.472, P13 1.888
13 P -1.0580 0.7691 2.8792  C12 1.888, O14 1.688, O15 1.692
14 O 0.1193 0.3128 3.9992  P13 1.688, H36 0.980
15 O -1.3709 2.4316 2.9062  P13 1.692, H37 0.978
16 C 1.4336 2.0304 1.0988  C11 1.555, O17 1.207, C18 1.566
17 O 1.5717 2.1963 2.2860  C16 1.207
18 C 2.1078 3.0155 0.0851  C16 1.566, C19 1.575, C23 1.364
19 C 2.4255 4.5130 0.4566  C18 1.575, C20 1.564, H38 1.121, H39 1.128
20 C 3.4697 4.5489 1.6198  C19 1.564, O21 1.182, F22 1.382
21 O 3.2438 5.2003 2.5800  C20 1.182
22 F 4.6302 3.8149 1.4646  C20 1.382
23 C 2.4504 2.6199 -1.1748  C18 1.364, C24 1.556, H40 1.111
24 C 2.1426 1.1471 -1.5702  C10 1.560, C23 1.556, O25 1.209
25 O 2.9125 0.6061 -2.3298  C24 1.209
26 H -2.2674 -2.5831 1.3403  C1 1.131
27 H -3.4904 -1.4966 0.5366  C1 1.119
28 H -2.7645 -1.0923 2.1961  C1 1.123
29 H -2.1352 -1.9128 -2.7019  C4 1.129
30 H -2.9766 -2.3583 -1.1888  C4 1.124
31 H -0.5015 -3.8954 -0.9480  C5 1.119
32 H -2.3046 -5.4368 -0.5257  C6 1.119
33 H -2.4853 -5.5654 -2.3230  C6 1.126
34 H -3.4909 -4.3891 -1.4186  C6 1.119
35 H 1.3211 -2.1317 -3.2610  S9 1.372
36 H 0.9492 0.0968 3.5243  O14 0.980
37 H -1.3560 2.6853 3.8510  O15 0.978
38 H 1.4882 5.0777 0.6988  C19 1.121
39 H 2.8705 5.0362 -0.4379  C19 1.128
40 H 2.9557 3.2767 -1.9156  C23 1.111